No. 1
17
Properties=species:S:1:pos:R:3:forces:R:3 method="wB97M-V/def2-TZVPD" fmax_ev_per_a=0.456 charge=0 total_energy_ha=-309.81538 multiplicity=1
C -2.067 -0.274 0.085 -0.01 -0.05 0.05
C -1.083 0.752 -0.432 -0.13 0.07 0.02
C -0.149 1.369 0.573 0.04 0.15 0.16
C 0.395 0.468 -0.499 0.09 0.01 -0.06
C 0.939 -0.911 -0.223 -0.05 0.10 0.09
C 2.409 -0.895 0.111 0.15 0.19 0.02
O 3.073 0.109 0.205 -0.18 -0.42 -0.04
H -2.948 0.237 0.488 0.05 -0.08 -0.10
H -1.640 -0.850 0.912 -0.06 0.04 -0.12
H -2.403 -0.982 -0.681 0.07 0.12 0.03
H -1.492 1.411 -1.197 0.14 -0.07 0.13
H 0.077 2.426 0.474 0.03 -0.18 0.10
H -0.187 1.006 1.598 -0.06 0.02 -0.18
H 0.992 1.024 -1.216 -0.27 -0.22 -0.19
H 0.795 -1.589 -1.080 0.08 0.15 0.11
H 0.421 -1.405 0.610 0.11 0.07 -0.06
H 2.868 -1.895 0.269 0.00 0.12 0.01

No. 2
17
Properties=species:S:1:pos:R:3:forces:R:3 method="wB97M-V/def2-TZVPD" fmax_ev_per_a=0.406 charge=0 total_energy_ha=-309.73470 multiplicity=1
O -0.996 1.814 -0.270 -0.04 -0.04 -0.09
C -1.637 1.366 0.835 -0.19 -0.10 0.27
C -2.182 0.163 1.007 -0.03 0.18 -0.06
C 0.760 -0.405 0.627 -0.05 0.03 0.09
C 1.707 -1.120 -0.240 0.27 -0.31 0.02
C 0.460 -0.560 -0.855 -0.10 -0.29 -0.02
C 1.818 -0.183 -1.380 0.17 0.08 -0.14
H -1.634 2.109 1.630 -0.10 -0.07 -0.11
H -2.600 -0.113 1.967 -0.06 0.12 -0.11
H -2.196 -0.583 0.216 0.01 0.14 0.12
H 0.208 -0.998 1.353 0.03 0.06 -0.31
H 0.967 0.611 0.973 0.15 -0.22 -0.08
H 1.905 -2.178 -0.225 0.23 0.07 0.01
H -0.276 -1.171 -1.364 0.10 0.08 0.23
H -0.607 1.042 -0.734 -0.21 0.31 0.08
H 2.122 -0.627 -2.326 -0.10 0.13 0.06
H 2.182 0.833 -1.215 -0.07 -0.17 0.03